(w)
ORCA calculation (ωB97M-V with the def2-TZVPD basis set) on an isolated ion of composition C3H6O3P and charge -1.

Net charge = -1
Kohn-Sham gap = 8.51 eV
E_HOMO = -4.31 eV
SMILES = C[C@@H](PO)C(=O)[O-]
Molar mass = 121.1 g mol⁻¹
Spin multiplicity = 1
LUMO level = 4.20 eV

Each line ends with the Mulliken charge.
Atoms and positions in Å:
P 0.932 1.326 0.649  0.09
O 1.854 -0.883 0.258  -0.78
O 0.326 -2.394 -0.527  -0.74
O 2.020 1.491 -0.603  -0.52
C -0.279 -0.097 -0.100  0.13
C 0.710 -1.256 -0.154  0.44
C -1.723 -0.313 0.432  -1.10
H -1.887 -0.041 1.494  0.28
H -2.503 0.320 -0.024  0.27
H -1.856 -1.362 0.289  0.34
H -0.226 0.106 -1.122  0.24
H 2.467 0.648 -0.780  0.39
H 0.165 2.455 0.188  -0.06

(x)
ORCA calculation (ωB97M-V with the def2-TZVPD basis set) on a 2-piece molecular cluster, C3H6O3P overall.

Net charge = -1
Kohn-Sham gap = 8.82 eV
E_HOMO = -4.92 eV
Molar mass = 121.1 g mol⁻¹
Spin multiplicity = 1
LUMO level = 3.89 eV

Each line ends with the Mulliken charge.
Atoms and positions in Å:
P 0.931 0.278 1.311  0.47
O -0.400 -0.934 -2.146  -0.45
O 0.972 1.295 2.375  -0.70
O 0.335 0.810 -0.010  -0.58
C -0.602 0.222 -2.079  0.84
C -0.848 1.443 -2.513  -1.00
C -0.010 -1.364 1.707  -0.95
H 2.114 -0.342 1.181  -0.06
H 0.338 -2.055 0.967  0.27
H 0.220 -1.914 2.699  0.29
H -1.007 -1.171 1.560  0.26
H -1.593 1.436 -3.188  0.34
H -0.450 2.296 -1.865  0.26

(y)
ORCA calculation (ωB97M-V with the def2-TZVPD basis set) on an isolated ion of composition C3H6O3P and charge -1.

Net charge = -1
Kohn-Sham gap = 5.93 eV
E_HOMO = -1.94 eV
SMILES = CC(O)=[PH2]C(=O)[O-]
Molar mass = 121.1 g mol⁻¹
Spin multiplicity = 1
LUMO level = 3.99 eV

Each line ends with the Mulliken charge.
Atoms and positions in Å:
P -0.805 -0.601 0.082  -0.16
O -2.069 1.881 0.777  -0.51
O 1.346 -0.808 -1.289  -0.53
O -3.468 0.175 0.154  -0.54
C -2.477 0.794 0.446  0.55
C 1.853 0.438 0.600  -0.91
C 0.818 0.046 -0.364  0.09
H 2.580 1.234 0.097  0.20
H -1.126 -0.764 -1.307  -0.07
H -1.016 -2.020 0.466  0.01
H 1.389 0.956 1.471  0.28
H 0.699 -0.831 -2.048  0.30
H 2.276 -0.501 0.915  0.27

Relative calculated energies, zero for the most stable structure, unit eV: (w) 0.000; (x) 0.116; (y) 3.190.

(w)
ORCA calculation (ωB97M-V with the def2-TZVPD basis set) on a single C9H10O3 molecule.

Net charge = 0
Kohn-Sham gap = 9.83 eV
E_HOMO = -9.13 eV
SMILES = C[C@@]1(O)O[C@]1(O)c1ccccc1
Molar mass = 166.2 g mol⁻¹
Spin multiplicity = 1
LUMO level = 0.69 eV

Each line ends with the Mulliken charge.
Atoms and positions in Å:
O -1.590 0.331 1.199  -0.55
O -1.259 -1.783 0.188  -0.65
O -1.655 1.656 -0.706  -0.57
C -1.970 0.480 -0.091  0.75
C 1.074 1.045 0.223  -0.65
C -0.892 -0.490 0.217  0.66
C 3.300 0.198 -0.030  -0.42
C 2.791 -1.038 -0.285  -0.66
C 0.589 -0.250 0.064  0.52
C -3.332 -0.062 -0.384  -1.08
C 2.475 1.290 0.349  -0.76
C 1.420 -1.320 -0.263  -0.56
H -4.051 0.548 0.236  0.27
H 4.316 0.441 0.010  0.40
H -0.724 -2.331 0.789  0.37
H 0.339 1.672 0.551  0.52
H -3.259 -1.125 -0.213  0.34
H 2.925 2.228 0.523  0.42
H -1.344 2.349 -0.157  0.37
H 1.021 -2.258 -0.300  0.53
H -3.624 0.224 -1.480  0.27
H 3.449 -1.804 -0.442  0.47

(x)
ORCA calculation (ωB97M-V with the def2-TZVPD basis set) on a single C9H10O3 molecule.

Net charge = 0
Kohn-Sham gap = 9.47 eV
E_HOMO = -8.88 eV
SMILES = CCC(=O)c1c(O)cccc1O
Molar mass = 166.2 g mol⁻¹
Spin multiplicity = 1
LUMO level = 0.60 eV

Each line ends with the Mulliken charge.
Atoms and positions in Å:
O 0.406 2.146 0.375  -0.50
O -0.890 -2.442 -0.108  -0.55
O 1.632 -0.870 1.425  -0.56
C -2.505 -0.690 -0.147  -0.72
C 2.155 -0.330 -0.898  -0.37
C 3.468 0.325 -0.521  -1.13
C -1.824 1.680 -0.125  -1.01
C -0.544 1.188 0.115  1.38
C -2.809 0.689 -0.255  -0.60
C -1.228 -1.130 -0.021  0.58
C -0.227 -0.139 0.092  0.10
C 1.213 -0.486 0.366  0.18
H 1.566 0.169 -1.635  0.36
H -0.037 3.018 0.203  0.33
H 2.328 -1.307 -1.379  0.35
H -2.031 2.775 -0.052  0.23
H -3.854 0.870 -0.368  0.37
H 4.155 0.414 -1.362  0.38
H 3.951 -0.246 0.268  0.29
H 3.433 1.408 -0.210  0.24
H -1.554 -3.028 -0.511  0.33
H -3.343 -1.384 -0.134  0.32

Relative calculated energies, zero for the most stable structure, unit eV: (w) 1.113; (x) 0.000.

(w)
ORCA calculation (ωB97M-V with the def2-TZVPD basis set) on a 3-piece molecular cluster, C4H13NOS overall.

Net charge = +1
Kohn-Sham gap (alpha / beta) = 5.99 / 4.67 eV
E_HOMO (alpha / beta) = -13.09 / -12.70 eV
Molar mass = 123.2 g mol⁻¹
Expectation value of S² = 1.73
Spin multiplicity = 2
LUMO level (alpha / beta) = -7.10 / -8.02 eV

Each line ends with the Löwdin spin population.
Atoms and positions in Å:
S -2.402 -0.034 -0.518  0.78
O 1.819 0.656 -0.549  0.95
N 0.743 -1.227 0.631  -0.64
C -0.571 0.824 1.336  -0.03
C -1.167 1.123 -0.030  0.10
C -0.247 -0.702 1.533  -0.07
C 0.288 -1.959 -0.488  -0.07
H 0.117 -0.865 2.565  -0.03
H 0.466 1.636 -3.283  0.00
H -1.695 2.080 -0.084  0.02
H 0.410 1.325 1.388  0.01
H 1.150 -2.321 -1.063  0.00
H -1.226 1.190 2.138  0.00
H -0.445 -2.732 -0.252  -0.01
H 2.731 0.971 -0.498  0.02
H -0.291 -1.222 -1.125  -0.03
H 1.480 -0.489 0.351  -0.01
H 0.425 1.943 -2.614  0.00
H -0.418 1.070 -0.842  0.02
H -1.167 -1.266 1.403  0.00

(x)
ORCA calculation (ωB97M-V with the def2-TZVPD basis set) on a 2-piece molecular cluster, C4H13NOS overall.

Net charge = +1
Kohn-Sham gap (alpha / beta) = 9.43 / 4.21 eV
E_HOMO (alpha / beta) = -13.44 / -13.41 eV
Molar mass = 123.2 g mol⁻¹
Expectation value of S² = 0.75
Spin multiplicity = 2
LUMO level (alpha / beta) = -4.01 / -9.20 eV

Each line ends with the Löwdin spin population.
Atoms and positions in Å:
S -2.825 -0.327 0.808  0.80
O -0.542 3.377 -0.696  0.00
N 1.577 0.445 0.166  0.00
C 0.519 -0.419 -0.424  0.01
C 1.054 -1.452 -1.422  0.00
C -1.157 -0.276 1.486  0.09
C -0.129 -1.125 0.761  0.05
H 2.236 -0.150 0.647  0.00
H -0.983 0.795 1.378  0.01
H 1.527 -1.036 -2.321  0.00
H -2.738 0.734 -0.009  0.03
H -1.304 -0.466 2.552  0.01
H -0.603 -2.076 0.468  0.00
H 0.184 -1.854 -1.982  0.00
H 1.984 0.876 -0.659  0.00
H 0.626 -1.572 1.421  0.00
H -0.356 2.562 -0.217  0.00
H -0.238 0.197 -0.928  0.00
H 1.694 -2.247 -1.034  0.00
H -0.528 4.014 0.004  0.00

Relative calculated energies, zero for the most stable structure, unit eV: (w) 3.913; (x) 0.000.

(w)
ORCA calculation (ωB97M-V with the def2-TZVPD basis set) on an isolated ion of composition C7H13N2O2 and charge +1.

Net charge = +1
Kohn-Sham gap = 9.65 eV
E_HOMO = -14.29 eV
SMILES = CC(C)N/C=C\C(=O)/[NH+]=C\O
Molar mass = 157.2 g mol⁻¹
Spin multiplicity = 1
LUMO level = -4.63 eV

Each line ends with the Mulliken charge.
Atoms and positions in Å:
O 3.585 -0.665 0.793  -0.48
O 0.948 1.601 -1.397  -0.35
N -0.064 -0.304 0.060  -0.42
N 2.228 1.087 0.341  -0.12
C 1.966 -1.074 -0.842  -0.78
C -1.552 -0.039 -0.029  0.63
C 1.045 1.411 -0.123  -0.43
C -1.814 0.961 1.033  -1.24
C 0.644 -1.114 -0.916  -0.07
C 2.741 -0.191 0.077  0.42
C -2.302 -1.402 -0.016  -1.66
H -2.720 0.809 1.731  0.35
H 2.544 -1.718 -1.444  0.45
H 0.437 2.176 0.320  0.60
H 2.633 1.361 1.239  0.33
H 1.537 0.991 -1.816  0.55
H -3.203 -1.303 0.570  0.44
H -1.637 0.456 -0.991  0.39
H 0.088 -0.502 1.022  0.38
H -0.021 -1.700 -1.553  0.47
H -1.828 2.042 0.721  0.27
H -2.629 -1.637 -0.942  0.42
H -0.977 0.796 1.772  0.32
H -1.650 -2.039 0.390  0.51

(x)
ORCA calculation (ωB97M-V with the def2-TZVPD basis set) on a 2-piece molecular cluster, C7H13N2O2 overall.

Net charge = +1
Kohn-Sham gap = 8.05 eV
E_HOMO = -13.82 eV
Molar mass = 157.2 g mol⁻¹
Spin multiplicity = 1
LUMO level = -5.77 eV

Each line ends with the Mulliken charge.
Atoms and positions in Å:
O -2.025 2.019 0.204  -0.35
O 2.969 0.735 0.659  -0.54
N -1.042 1.621 -0.319  0.23
N 2.542 1.722 0.170  0.39
C -0.744 0.176 0.202  1.34
C 1.497 2.166 -0.238  -0.19
C 1.024 -1.561 0.378  -1.12
C -0.906 0.168 1.729  -1.86
C -1.961 -0.648 -0.386  -1.36
C 0.595 -0.395 -1.821  -1.40
C 0.229 -0.669 -0.402  0.54
H -2.077 -1.638 0.175  0.38
H 2.144 -1.133 0.333  0.34
H 1.069 -2.611 0.200  0.41
H 1.657 -0.396 -1.926  0.44
H 0.172 0.566 -2.127  0.40
H -0.034 0.641 2.255  0.35
H 0.762 -1.384 1.441  0.30
H -2.873 -0.016 -0.098  0.44
H 1.199 3.103 -0.590  0.43
H -1.853 -0.942 -1.450  0.36
H 0.389 -1.377 -2.432  0.42
H -1.806 0.665 1.955  0.52
H -0.925 -0.811 2.089  0.55

Relative calculated energies, zero for the most stable structure, unit eV: (w) 0.000; (x) 6.497.

(w)
ORCA calculation (ωB97M-V with the def2-TZVPD basis set) on a single C4H9NO4S molecule.

Net charge = 0
Kohn-Sham gap = 9.11 eV
E_HOMO = -9.07 eV
SMILES = CNC[C@@H]1COS(=O)(=O)O1
Molar mass = 167.2 g mol⁻¹
Spin multiplicity = 1
LUMO level = 0.04 eV

Each line ends with the Mulliken charge.
Atoms and positions in Å:
S -1.608 -1.566 -0.474  1.04
O -2.893 -2.428 -0.479  -0.55
O -1.618 -0.063 -1.349  -0.35
O -1.203 -1.068 1.122  -0.29
O -0.531 -2.432 -1.235  -0.53
N 1.415 -0.127 -0.568  -0.20
C -1.674 0.356 1.078  -0.46
C -1.036 0.875 -0.361  0.09
C 2.493 -0.271 0.482  -0.74
C 0.606 1.143 -0.412  -0.59
H -1.527 1.912 -0.619  0.35
H 0.930 1.803 0.524  0.30
H 3.389 -0.874 -0.024  0.28
H 1.766 -0.271 -1.540  0.25
H -2.836 0.340 0.899  0.32
H 2.118 -0.945 1.392  0.20
H 0.775 1.848 -1.360  0.28
H -1.481 1.024 2.027  0.34
H 2.917 0.744 0.897  0.26

(x)
ORCA calculation (ωB97M-V with the def2-TZVPD basis set) on a single C4H9NO4S molecule.

Net charge = 0
Kohn-Sham gap = 10.28 eV
E_HOMO = -9.79 eV
SMILES = O=S(=O)(O)N1CCOCC1
Molar mass = 167.2 g mol⁻¹
Spin multiplicity = 1
LUMO level = 0.49 eV

Each line ends with the Mulliken charge.
Atoms and positions in Å:
S -1.795 1.256 0.212  1.14
O 1.677 -1.762 -0.277  -0.39
O -2.785 0.731 -0.751  -0.60
O -1.369 2.735 -0.341  -0.46
O -2.263 1.393 1.594  -0.62
N -0.311 0.338 0.094  -0.02
C 1.716 -0.486 -1.048  -0.63
C 1.135 -1.490 1.045  -0.55
C 0.298 0.156 -1.210  -0.46
C -0.305 -0.895 0.902  -0.57
H 0.408 1.132 -1.717  0.32
H 2.160 -0.663 -2.009  0.38
H -0.339 -0.514 -1.804  0.37
H 1.764 -0.753 1.565  0.33
H 1.094 -2.414 1.629  0.35
H -0.701 -0.763 1.938  0.35
H -1.757 3.331 0.311  0.35
H -0.956 -1.601 0.403  0.39
H 2.328 0.270 -0.537  0.33

Relative calculated energies, zero for the most stable structure, unit eV: (w) 3.961; (x) 0.000.

(w)
ORCA calculation (ωB97M-V with the def2-TZVPD basis set) on a single C7H6N4 molecule.

Net charge = 0
Kohn-Sham gap = 9.08 eV
E_HOMO = -9.67 eV
SMILES = Cc1cnc2cncnc2n1
Molar mass = 146.2 g mol⁻¹
Spin multiplicity = 1
LUMO level = -0.59 eV

Each line ends with the Mulliken charge.
Atoms and positions in Å:
N -3.277 0.193 0.072  -0.55
N -1.695 -1.538 0.114  -0.57
N -0.032 1.756 0.021  -0.55
N 0.630 -1.040 -0.128  -0.42
C -1.074 0.754 -0.229  0.57
C 2.996 -0.686 -0.052  -0.98
C -2.447 1.199 -0.149  -0.19
C 1.189 1.287 0.266  -0.19
C -0.670 -0.580 -0.131  0.26
C 1.552 -0.124 -0.048  0.64
C -2.875 -1.075 0.111  0.00
H -2.751 2.176 -0.465  0.40
H 3.482 -0.126 -0.909  0.26
H 2.961 -1.825 -0.196  0.27
H 1.978 2.001 0.680  0.33
H -3.573 -1.873 0.217  0.41
H 3.605 -0.498 0.826  0.32

(x)
ORCA calculation (ωB97M-V with the def2-TZVPD basis set) on a single C7H6N4 molecule.

Net charge = 0
Kohn-Sham gap = 8.46 eV
E_HOMO = -9.79 eV
SMILES = Cc1nnc2ccncc2n1
Molar mass = 146.2 g mol⁻¹
Spin multiplicity = 1
LUMO level = -1.33 eV

Each line ends with the Mulliken charge.
Atoms and positions in Å:
N -2.915 -0.909 0.150  -0.54
N 0.881 -1.082 -0.111  -0.51
N 1.640 1.256 0.131  -0.41
N 0.381 1.688 0.153  -0.34
C -1.613 -1.399 0.072  -0.34
C -1.980 1.319 -0.058  -0.16
C -0.470 -0.628 -0.124  0.41
C -0.689 0.789 -0.085  0.57
C -3.016 0.429 -0.027  -0.22
C 3.210 -0.466 -0.029  -0.90
C 1.712 -0.154 -0.027  0.67
H -1.561 -2.517 0.423  0.33
H 3.284 -1.554 -0.103  0.29
H -2.125 2.490 -0.278  0.26
H -3.997 0.793 -0.320  0.35
H 3.811 -0.026 -0.768  0.31
H 3.447 -0.028 1.001  0.24

Relative calculated energies, zero for the most stable structure, unit eV: (w) 0.000; (x) 1.188.